(1)
Computed, not measured: a structure of composition C23H21N2O4PPdS2Te in a non-equilibrium geometry, with ωB97M-V with the def2-TZVPD basis set.

As for the highest occupied orbital energy: -0.382 eV. The HOMO-LUMO gap is 4.88 eV. As for the total charge: -2. For the molecular weight, the calculation gives 718.6 g mol⁻¹. The energy relative to the best compared isomer or geometry (same formula, charge and spin) comes out at 0.0 kJ/mol. The value obtained for the total energy is -2833.27153 Eh.

Last column: Mulliken charge in e.
Positions of all 55 atoms, in Å:
Pd  0.181  -0.245  -0.600  -0.806
O  -0.583  -1.141  -3.001  -0.677
S  -1.983  -1.233  -2.605  1.346
O  -2.821  -2.044  -3.475  -0.805
O  -2.156  -1.548  -1.195  -0.642
C  -2.626  0.452  -2.824  -0.078
C  -3.518  0.612  -3.884  -0.485
C  -4.092  1.839  -4.166  -0.531
C  -3.783  2.936  -3.375  -0.821
C  -2.891  2.780  -2.327  -0.028
C  -2.290  1.555  -2.026  -0.083
P  -1.023  1.495  -0.621  2.557
C  -0.043  2.954  -1.210  0.329
C  -0.230  4.292  -0.871  0.084
C  0.585  5.285  -1.400  -0.794
C  1.600  4.958  -2.287  -0.465
C  1.797  3.628  -2.636  -0.684
C  0.990  2.639  -2.096  -0.843
C  -2.058  2.305  0.677  0.250
C  -1.413  2.944  1.748  -1.099
C  -2.112  3.358  2.870  -0.433
C  -3.479  3.127  2.971  -0.646
C  -4.132  2.483  1.929  -0.394
C  -3.433  2.080  0.798  -0.700
H  -3.757  -0.260  -4.477  0.519
H  -4.782  1.935  -4.997  0.345
H  -4.223  3.907  -3.571  0.389
H  -2.644  3.644  -1.722  0.213
H  -1.019  4.578  -0.185  0.275
H  0.424  6.318  -1.112  0.370
H  2.243  5.731  -2.693  0.344
H  2.598  3.347  -3.308  0.385
H  1.164  1.595  -2.336  0.296
H  -0.339  3.100  1.699  0.560
H  -1.580  3.848  3.678  0.360
H  -4.024  3.433  3.856  0.360
H  -5.195  2.281  1.995  0.369
H  -3.963  1.574  0.001  0.380
Te  2.665  0.020  0.588  -0.238
C  4.210  -0.123  -0.843  -0.072
C  5.567  -0.240  -0.668  -0.449
C  6.304  -0.279  -1.883  -0.336
C  5.507  -0.194  -2.986  -0.620
S  3.856  -0.068  -2.525  -0.064
H  6.013  -0.301  0.315  0.358
H  7.382  -0.374  -1.933  0.316
H  5.810  -0.215  -4.022  0.343
N  -0.572  -0.173  3.233  -0.585
C  -1.023  -1.264  2.497  0.586
N  -2.252  -1.093  1.885  -0.518
O  -0.406  -2.310  2.461  -0.607
H  -0.876  0.726  2.886  0.356
H  0.432  -0.223  3.336  0.272
H  -2.493  -0.130  1.698  0.202
H  -2.300  -1.636  1.026  0.338

***

(2)
Computed, not measured: a structure of composition C18H20Cl5F5NO2PdSiTe in a non-equilibrium geometry, with ωB97M-V with the def2-TZVPD basis set.

As for the highest occupied orbital energy: -4.422 eV. The HOMO-LUMO gap is 6.49 eV. As for the total charge: -1. For the molecular weight, the calculation gives 816.7 g mol⁻¹. The energy relative to the best compared isomer or geometry (same formula, charge and spin) comes out at 22.2 kJ/mol. The value obtained for the total energy is -4389.01246 Eh.

Last column: Mulliken charge in e.
Positions of all 54 atoms, in Å:
Pd  -0.265  -0.687  0.175  0.226
Cl  0.393  -2.119  3.054  -0.224
C  1.574  -2.324  1.794  1.210
C  1.442  -1.625  0.592  -1.725
C  2.480  -1.800  -0.328  1.234
Cl  2.440  -0.956  -1.833  -0.184
C  3.559  -2.651  -0.091  -0.175
Cl  4.802  -2.855  -1.270  -0.215
C  3.635  -3.355  1.106  0.494
Cl  4.949  -4.433  1.403  -0.215
C  2.641  -3.181  2.060  -0.172
Cl  2.746  -4.032  3.559  -0.223
C  0.185  1.493  2.688  -0.806
Si  1.123  2.006  1.147  -0.122
C  2.964  1.714  1.402  -0.967
C  0.824  3.873  1.039  -1.402
N  0.569  1.113  -0.215  0.487
C  0.480  1.561  -1.513  0.606
C  1.081  2.763  -1.943  -0.498
C  0.967  3.216  -3.247  -0.731
C  0.257  2.499  -4.200  -0.517
C  -0.315  1.294  -3.807  -0.810
C  -0.199  0.829  -2.511  -0.078
H  0.586  2.032  3.553  0.435
H  0.250  0.428  2.897  0.020
H  -0.870  1.763  2.583  0.191
H  3.365  2.276  2.250  0.379
H  3.512  2.014  0.504  0.302
H  3.159  0.652  1.572  0.223
H  0.656  4.253  2.051  0.447
H  -0.062  4.099  0.442  0.397
H  1.664  4.425  0.617  0.360
H  1.672  3.341  -1.247  0.224
H  1.458  4.143  -3.522  0.353
H  0.165  2.859  -5.216  0.368
H  -0.861  0.694  -4.527  0.410
H  -0.643  -0.125  -2.257  0.480
F  -0.416  -3.585  -1.838  -0.412
Te  -1.935  -3.416  -0.794  2.114
F  -2.327  -1.887  -1.818  -0.444
F  -2.059  -5.021  0.136  -0.403
F  -2.790  -4.365  -2.145  -0.384
F  -3.722  -3.148  -0.200  -0.464
O  -1.273  -2.506  0.603  -0.810
C  -4.544  0.364  -0.194  -1.488
C  -3.248  0.056  0.492  0.899
C  -3.307  -0.680  1.795  -0.788
O  -2.194  0.386  -0.026  -0.283
H  -5.203  0.936  0.461  0.394
H  -5.035  -0.587  -0.416  0.341
H  -4.357  0.903  -1.119  0.327
H  -3.491  -1.734  1.578  0.135
H  -4.130  -0.308  2.407  0.494
H  -2.356  -0.605  2.318  -0.012